<P>
Here is 3 unconnected molecules or ions with the total composition C10H9N from the OMol25 dataset. Energies are from the ωB97M-V functional and the def2-TZVPD basis.

## Properties
LUMO, Ha: -0.050
Orbital gap, eV: 6.602
HOMO, eV: -7.966

```
20
C10H9N (the ωB97M-V functional and the def2-TZVPD basis)
C 1.216 0.970 0.536
C 1.368 0.722 1.845
C 0.393 -0.128 2.368
C -0.615 -0.791 1.685
C -0.494 -0.795 0.318
C -1.584 -1.535 -0.404
C -1.754 -1.173 -1.654
C -0.793 -0.413 -2.479
C 0.285 0.140 -1.792
C 0.196 0.230 -0.315
H 2.964 2.110 0.353
H 0.156 3.086 0.016
H 1.975 1.485 2.382
H 0.174 -0.210 3.299
H -1.631 -1.164 2.405
H -2.149 -2.294 0.042
H -2.291 -1.940 -2.281
H -0.793 -0.588 -3.618
H 1.166 0.878 -2.284
N 1.590 2.181 -0.137
```

<Q>
Here is a single C10H9N molecule from the OMol25 dataset. Energies are from the ωB97M-V functional and the def2-TZVPD basis.

## Properties
LUMO, Ha: 0.029
SMILES: c1ccc(-c2ccc[nH]2)cc1
Orbital gap, eV: 8.802
HOMO, eV: -8.020

```
20
C10H9N (the ωB97M-V functional and the def2-TZVPD basis)
C -3.250 -0.020 0.066
C -2.572 1.172 -0.265
C -1.156 1.155 -0.261
C -0.423 -0.026 -0.019
C -1.149 -1.133 0.251
C -2.509 -1.126 0.306
C 1.004 0.001 -0.115
C 1.917 -0.408 -1.037
C 3.224 -0.208 -0.631
C 3.126 0.256 0.719
H -4.306 -0.004 0.133
H -2.856 2.156 -0.687
H -0.543 2.137 -0.648
H -0.704 -2.008 0.376
H -3.054 -2.099 0.553
H 1.612 -0.894 -2.127
H 4.250 -0.695 -1.150
H 3.916 0.625 1.463
H 1.637 0.722 2.106
N 1.836 0.396 0.965
```

<R>
Here is a single C10H9N molecule from the OMol25 dataset. Energies are from the ωB97M-V functional and the def2-TZVPD basis.

## Properties
LUMO, Ha: 0.031
SMILES: c1ccc(-c2ccc[nH]2)cc1
Orbital gap, eV: 8.635
HOMO, eV: -7.805

```
20
C10H9N (the ωB97M-V functional and the def2-TZVPD basis)
C 1.848 -0.334 2.594
C 1.380 0.811 2.219
C 0.614 0.989 1.089
C 0.250 -0.067 0.294
C 0.652 -1.324 0.710
C 1.455 -1.544 1.876
C -0.525 0.016 -0.945
C -0.784 -0.824 -1.963
C -1.674 -0.185 -2.855
C -1.966 1.059 -2.283
H 2.323 -0.471 3.542
H 1.631 1.793 3.057
H 0.271 2.034 0.632
H 0.463 -2.128 0.030
H 1.901 -2.403 2.009
H -0.119 -1.687 -2.083
H -2.109 -0.660 -3.729
H -2.776 1.906 -2.680
H -1.505 1.858 -0.363
N -1.330 1.162 -1.151
```

Q: Which of them is the most stable? A: <R>.